Entry 1:
Density functional theory data (ωB97M-V/def2-TZVPD) for an isolated molecule of C8H11NO.

Each line ends with the Löwdin charge.
Positions of all 21 atoms, in Å:
H -3.144 2.476 1.483  0.193
N -2.044 1.973 1.847  0.108
C -1.840 1.357 0.786  -0.296
O -3.222 1.871 -0.022  -0.161
C -0.821 0.477 0.186  -0.197
C 0.046 1.056 -0.671  -0.020
C 1.296 0.462 -1.239  -0.183
C 2.106 -0.415 -0.283  -0.203
C 1.513 -1.796 -0.034  -0.207
C 0.162 -1.847 0.613  -0.086
C -0.804 -0.913 0.686  -0.048
H -3.340 1.180 -0.685  0.045
H -0.135 2.108 -0.909  0.125
H 1.026 -0.122 -2.137  0.129
H 1.927 1.285 -1.602  0.113
H 3.115 -0.547 -0.701  0.111
H 2.232 0.112 0.676  0.127
H 1.466 -2.359 -0.982  0.121
H 2.206 -2.373 0.598  0.114
H -0.058 -2.790 1.122  0.104
H -1.685 -1.196 1.269  0.110

As for the net charge: 0. Its structure (SMILES) is [H]/N=C(\O)C1=CCCCC=C1.

=====

Entry 2:
Density functional theory data (ωB97M-V/def2-TZVPD) for C35H38MgN3O3S3Se2Si as an isolated structure.

Each line ends with the Löwdin charge.
Positions of all 86 atoms, in Å:
Mg 0.861 0.751 0.687  0.571
O 4.577 -1.858 -0.136  0.028
C 4.289 -2.708 0.864  -0.330
C 4.973 -3.925 0.899  -0.039
C 4.707 -4.844 1.896  -0.101
C 3.761 -4.570 2.880  -0.107
C 3.095 -3.358 2.855  -0.032
C 3.342 -2.417 1.859  -0.086
C 2.608 -1.128 1.837  -0.420
O 2.572 -0.484 0.730  -0.125
N 2.068 -0.713 2.975  0.086
N 1.506 0.499 2.734  -0.073
C 1.035 1.206 3.676  -0.072
C 0.633 2.579 3.311  -0.248
C 0.129 3.459 4.259  -0.029
C -0.141 4.765 3.881  -0.069
C 0.098 5.145 2.572  -0.066
C 0.581 4.190 1.687  -0.127
N 0.847 2.939 2.035  0.111
H 3.863 -1.175 -0.118  0.067
H 5.693 -4.128 0.118  0.113
H 5.236 -5.789 1.902  0.095
H 3.546 -5.296 3.653  0.090
H 2.356 -3.111 3.606  0.106
H 0.993 0.862 4.708  0.122
H -0.041 3.118 5.272  0.107
H -0.537 5.472 4.599  0.104
H -0.105 6.149 2.226  0.103
H 0.743 4.439 0.645  0.097
C 1.111 -5.419 -1.178  -0.415
Se 2.138 -3.801 -1.485  0.951
C 1.297 -3.380 -3.198  -0.592
C 1.877 -2.117 -3.804  -0.585
Se 1.480 -0.579 -2.671  0.969
C 2.146 0.757 -3.907  -0.395
H 0.046 -5.191 -1.170  0.016
H 1.397 -5.791 -0.196  0.010
H 1.329 -6.173 -1.931  0.014
H 0.223 -3.262 -3.039  0.063
H 1.461 -4.229 -3.864  0.061
H 1.405 -1.930 -4.771  0.062
H 2.955 -2.202 -3.947  0.062
H 1.631 0.682 -4.866  0.020
H 3.219 0.643 -4.049  0.019
H 1.932 1.729 -3.466  0.004
C -4.481 -1.245 2.339  -0.195
Si -3.187 -2.335 1.523  0.372
C -3.904 -3.016 -0.071  -0.188
C -2.804 -3.771 2.669  -0.199
C -1.705 -1.366 1.188  -0.249
C -0.747 -0.633 0.967  -0.097
H -5.395 -1.803 2.562  0.020
H -4.739 -0.410 1.683  0.020
H -4.095 -0.829 3.272  0.023
H -4.831 -3.568 0.107  0.022
H -3.189 -3.687 -0.551  0.022
H -4.108 -2.203 -0.771  0.013
H -3.703 -4.348 2.903  0.020
H -2.372 -3.410 3.605  0.024
H -2.076 -4.441 2.208  0.022
O 0.247 1.804 -0.848  -0.270
C -0.807 2.517 -1.347  -0.597
C -0.246 3.626 -2.254  -0.497
C 0.986 4.193 -2.120  -0.142
C 1.231 5.238 -3.053  -0.189
C 0.169 5.447 -3.882  -0.428
S -1.116 4.373 -3.535  1.034
C -1.654 3.179 -0.247  -0.501
C -2.182 2.553 0.844  -0.173
C -2.998 3.406 1.635  -0.176
C -3.085 4.665 1.124  -0.424
S -2.178 4.817 -0.317  1.028
C -1.777 1.658 -2.180  -0.442
C -1.535 1.109 -3.404  -0.175
C -2.615 0.339 -3.903  -0.184
C -3.678 0.331 -3.049  -0.427
S -3.357 1.236 -1.641  1.065
H 1.702 3.829 -1.397  0.111
H 2.157 5.792 -3.114  0.094
H 0.087 6.157 -4.689  0.053
H -2.011 1.504 1.052  0.078
H -3.496 3.089 2.541  0.101
H -3.623 5.510 1.525  0.056
H -0.603 1.248 -3.928  0.085
H -2.600 -0.185 -4.849  0.094
H -4.621 -0.178 -3.167  0.055

As for the net charge: -1.

=====

The following relative energy (zero: lowest compared OMol25 entry of this formula, charge and spin) values (in kJ/mol) correspond, in order, to the records above: 376.9 9.0.
The following E values (in Eh) correspond, in order, to the records above: -441.3040 -8233.6447.